A | Formula: C4H16N2O2
Source: the Open Molecules 2025 dataset
Level of theory: ωB97M-V with the def2-TZVPD basis set

Each atom is followed by the atoms it is bonded to, with distances in Å.
Atoms and positions in Å:
1 C 0.891 1.773 1.532  N2 1.433, H7 1.089, H8 1.108, H9 1.095
2 N 1.514 0.559 1.971  C1 1.433, H10 1.017, H20 1.061
3 C -1.538 0.076 -2.117  C4 1.499, H11 1.100, H12 1.092, H22 1.092
4 C -0.293 -0.590 -1.615  C3 1.499, N5 1.464, H13 1.093, H14 1.100
5 N -0.474 -1.793 -0.800  C4 1.464, C6 1.465, H15 1.022
6 C -0.795 -1.407 0.576  N5 1.465, H16 1.088, H17 1.104, H18 1.088
7 H 0.508 1.668 0.518  C1 1.089
8 H -0.026 2.017 2.103  C1 1.108
9 H 1.585 2.608 1.389  C1 1.095
10 H 2.269 0.753 2.624  N2 1.017
11 H -2.149 0.376 -1.253  C3 1.100
12 H -1.256 0.984 -2.655  C3 1.092
13 H 0.297 0.114 -1.022  C4 1.093
14 H 0.390 -0.821 -2.446  C4 1.100
15 H 0.460 -2.208 -0.785  N5 1.022
16 H -1.799 -0.993 0.645  C6 1.088
17 H -0.139 -0.575 0.888  C6 1.104
18 H -0.548 -2.218 1.258  C6 1.088
19 H 3.094 -0.837 -0.365  O21 0.969
20 H 1.870 0.046 1.113  N2 1.061
21 O 2.161 -0.590 -0.279  H19 0.969
22 H -2.133 -0.477 -2.846  C3 1.092
23 H -2.414 2.162 0.726  O24 0.968
24 O -1.742 1.507 0.486  H23 0.968

Summary:
Charge: 0

B | Formula: C4H16N2O2
Source: the Open Molecules 2025 dataset
Level of theory: ωB97M-V with the def2-TZVPD basis set

Each atom is followed by the atoms it is bonded to, with distances in Å.
Atoms and positions in Å:
1 C -1.886 -0.457 0.514  C2 1.582, H7 1.025, H8 1.196, H9 0.996
2 C -0.940 0.580 1.243  C1 1.582, C3 1.608, N4 1.459, H10 1.062
3 C 0.127 -0.046 2.272  C2 1.608, H11 1.146, H12 1.059, H13 1.098
4 N -0.176 1.345 0.264  C2 1.459, C5 1.496, H14 1.010
5 C -1.063 2.351 -0.399  N4 1.496, N6 1.452, H15 1.120, H16 1.157
6 N -0.418 3.652 -0.381  C5 1.452, H17 1.069, H18 0.955
7 H -2.369 -1.142 1.103  C1 1.025
8 H -1.289 -1.247 -0.156  C1 1.196
9 H -2.710 -0.003 0.188  C1 0.996
10 H -1.600 1.213 1.782  C2 1.062
11 H -0.157 0.022 3.380  C3 1.146
12 H 0.987 0.571 2.306  C3 1.059
13 H 0.090 -1.125 2.074  C3 1.098
14 H 0.302 0.873 -0.490  N4 1.010
15 H -2.109 2.416 -0.003  C5 1.120
16 H -1.143 2.062 -1.516  C5 1.157
17 H 0.178 3.917 0.466  N6 1.069
18 H 0.244 3.859 -1.037  N6 0.955
19 O 3.188 -5.236 -0.545  H20 1.011, H21 1.030
20 H 2.502 -4.532 -0.305  O19 1.011
21 H 3.318 -5.682 0.375  O19 1.030
22 O 0.503 -0.870 -2.388  H23 0.884, H24 0.898
23 H -0.138 -1.389 -2.708  O22 0.884
24 H 1.097 -0.516 -2.961  O22 0.898

Summary:
Charge: 0
SMILES: CC(C)NCN.O.O

The structure with the most favorable energy is B; the runner-up is 139.5 kcal/mol above it.

A | Formula: C4H16N2O2
Source: the Open Molecules 2025 dataset
Level of theory: ωB97M-V with the def2-TZVPD basis set

Each atom is followed by the atoms it is bonded to, with distances in Å.
Atoms and positions in Å:
1 N -2.308 -1.514 -1.289  C2 1.496, H7 1.066, H8 1.018
2 C -2.001 -0.435 -0.300  N1 1.496, C3 1.554, H9 1.125, H10 1.012
3 C -1.368 0.753 -1.078  C2 1.554, C4 1.551, H11 1.142, H12 1.092
4 C 0.018 0.706 -1.773  C3 1.551, C5 1.528, H13 1.128, H14 1.132
5 C 1.140 0.014 -1.000  C4 1.528, N6 1.481, H15 1.157, H16 1.141
6 N 1.786 0.773 0.096  C5 1.481, H17 1.102, H18 1.076
7 H -1.468 -1.812 -1.875  N1 1.066
8 H -2.952 -1.128 -1.976  N1 1.018
9 H -1.287 -0.692 0.530  C2 1.125
10 H -2.888 -0.137 0.085  C2 1.012
11 H -2.077 0.879 -1.965  C3 1.142
12 H -1.414 1.688 -0.516  C3 1.092
13 H 0.313 1.757 -2.056  C4 1.128
14 H -0.136 0.179 -2.762  C4 1.132
15 H 0.757 -1.011 -0.624  C5 1.157
16 H 1.980 -0.306 -1.702  C5 1.141
17 H 2.219 1.664 -0.387  N6 1.102
18 H 1.069 1.150 0.804  N6 1.076
19 O 2.337 -0.899 2.310  H20 1.029, H21 1.041
20 H 2.102 -0.544 1.373  O19 1.029
21 H 3.115 -1.590 2.347  O19 1.041
22 O -0.198 0.583 2.333  H23 1.001, H24 0.954
23 H 0.460 -0.124 2.595  O22 1.001
24 H 0.007 1.511 2.244  O22 0.954

Summary:
Charge: 0
SMILES: NCCCCN.O.O

B | Formula: C4H16N2O2
Source: the Open Molecules 2025 dataset
Level of theory: ωB97M-V with the def2-TZVPD basis set

Each atom is followed by the atoms it is bonded to, with distances in Å.
Atoms and positions in Å:
1 N -0.671 -1.674 -1.116  C2 1.469, H7 1.015, H8 1.002
2 C -0.266 -0.299 -1.438  N1 1.469, C3 1.558, H9 1.092, H10 1.086
3 C 1.242 -0.020 -1.711  C2 1.558, C4 1.546, H11 1.087, H12 1.088
4 C 1.964 0.524 -0.456  C3 1.546, C5 1.562, H13 1.098, H14 1.091
5 C 1.672 -0.063 0.961  C4 1.562, N6 1.463, H15 1.092, H16 1.087
6 N 0.952 0.856 1.843  C5 1.463, H17 1.019, H18 1.017
7 H -0.910 -2.253 -1.915  N1 1.015
8 H 0.008 -2.201 -0.600  N1 1.002
9 H -0.591 0.327 -0.605  C2 1.092
10 H -0.826 0.035 -2.308  C2 1.086
11 H 1.225 0.769 -2.458  C3 1.087
12 H 1.803 -0.904 -2.009  C3 1.088
13 H 1.623 1.564 -0.369  C4 1.098
14 H 3.045 0.592 -0.581  C4 1.091
15 H 1.152 -0.998 0.745  C5 1.092
16 H 2.627 -0.293 1.426  C5 1.087
17 H -0.052 0.682 1.822  N6 1.019
18 H 1.292 0.691 2.787  N6 1.017
19 O -3.022 2.053 0.510  H20 0.964, H21 0.980
20 H -3.377 1.181 0.711  O19 0.964
21 H -2.140 2.131 0.931  O19 0.980
22 O -2.421 -0.581 1.435  H23 0.969, H24 0.963
23 H -2.209 -1.422 1.868  O22 0.969
24 H -2.121 -0.696 0.528  O22 0.963

Summary:
Charge: 0
SMILES: NCCCCN.O.O

C | Formula: C4H16N2O2
Source: the Open Molecules 2025 dataset
Level of theory: ωB97M-V with the def2-TZVPD basis set

Each atom is followed by the atoms it is bonded to, with distances in Å.
Atoms and positions in Å:
1 N 1.785 1.794 0.024  C2 1.512, H7 1.035, H8 1.101
2 C 1.194 0.777 -0.926  N1 1.512, C3 1.571, H9 1.173, H10 1.150
3 C -0.050 0.198 -0.162  C2 1.571, C4 1.530, H11 1.114, H12 1.127
4 C 0.082 -0.846 0.948  C3 1.530, C5 1.574, H13 1.080, H14 1.145
5 C -1.301 -0.994 1.686  C4 1.574, N6 1.448, H15 1.135, H16 1.174
6 N -1.439 0.046 2.684  C5 1.448, H17 0.969, H18 1.166
7 H 1.852 1.415 0.986  N1 1.035
8 H 2.831 1.943 -0.283  N1 1.101
9 H 0.803 1.326 -1.886  C2 1.173
10 H 1.993 0.014 -1.245  C2 1.150
11 H -0.560 1.107 0.231  C3 1.114
12 H -0.769 -0.160 -0.952  C3 1.127
13 H 0.756 -0.416 1.674  C4 1.080
14 H 0.398 -1.902 0.637  C4 1.145
15 H -2.188 -1.259 1.030  C5 1.135
16 H -1.278 -1.980 2.324  C5 1.174
17 H -0.624 0.249 3.166  N6 0.969
18 H -1.643 0.994 2.035  N6 1.166
19 O -1.578 2.362 -1.603  H20 0.994, H21 0.999
20 H -2.167 1.573 -1.741  O19 0.994
21 H -2.154 2.598 -0.822  O19 0.999
22 O 1.414 -3.201 -2.102  H23 0.960, H24 0.890
23 H 1.056 -2.473 -1.588  O22 0.960
24 H 1.036 -4.005 -2.154  O22 0.890

Summary:
Charge: 0
SMILES: NCCCCN.O.O

D | Formula: C4H16N2O2
Source: the Open Molecules 2025 dataset
Level of theory: ωB97M-V with the def2-TZVPD basis set

Each atom is followed by the atoms it is bonded to, with distances in Å.
Atoms and positions in Å:
1 C 0.850 1.744 0.513  C2 1.545, H7 1.065, H8 1.119, H9 1.156
2 C -0.623 1.928 0.086  C1 1.545, C3 1.512, H10 1.101, H11 1.063
3 C -1.421 0.667 0.325  C2 1.512, N4 1.420, H12 1.163, H13 1.077
4 N -1.311 -0.225 -0.775  C3 1.420, C5 1.455, H22 1.031
5 C -0.457 -1.363 -0.472  N4 1.455, N6 1.443, H15 1.113, H16 1.121
6 N -0.132 -1.992 -1.730  C5 1.443, H17 1.022, H18 1.054
7 H 1.232 2.737 0.544  C1 1.065
8 H 1.067 1.293 1.513  C1 1.119
9 H 1.466 1.085 -0.210  C1 1.156
10 H -0.431 2.111 -0.983  C2 1.101
11 H -0.987 2.868 0.428  C2 1.063
12 H -1.008 0.020 1.198  C3 1.163
13 H -2.478 0.827 0.459  C3 1.077
14 H 1.636 -2.293 2.012  H20 0.718
15 H -0.918 -1.995 0.320  C5 1.113
16 H 0.498 -1.079 0.042  C5 1.121
17 H 0.371 -1.251 -2.222  N6 1.022
18 H 0.545 -2.757 -1.471  N6 1.054
19 H -0.011 -0.282 3.299  O21 1.023
20 H 1.477 -2.965 2.210  H14 0.718
21 O -0.008 -0.764 2.397  H19 1.023
22 H -1.057 0.231 -1.664  N4 1.031
23 H 1.080 0.795 -3.351  O24 1.004
24 O 0.617 0.658 -2.470  H23 1.004

Summary:
Charge: 0

The structure with the most favorable energy is B; the runner-up is 22.9 kcal/mol above it.

A | Formula: C4H16N2O2
Source: the Open Molecules 2025 dataset
Level of theory: ωB97M-V with the def2-TZVPD basis set

Each atom is followed by the atoms it is bonded to, with distances in Å.
Atoms and positions in Å:
1 C -1.754 1.260 1.425  N2 1.433, H7 1.089, H8 1.101, H9 1.095
2 N -0.560 1.986 1.740  C1 1.433, H10 1.019, H19 1.002
3 C 0.291 -2.344 -1.487  C4 1.534, H11 1.086, H12 1.088, H22 1.085
4 C 0.680 -1.463 -0.292  C3 1.534, N5 1.456, H13 1.123, H14 1.090
5 N 1.611 -0.453 -0.773  C4 1.456, C6 1.442, H15 1.062
6 C 0.925 0.653 -1.393  N5 1.442, H16 1.088, H17 1.117, H18 1.088
7 H -1.492 0.211 1.299  C1 1.089
8 H -2.204 1.548 0.462  C1 1.101
9 H -2.483 1.312 2.240  C1 1.095
10 H 0.239 1.379 1.917  N2 1.019
11 H 1.204 -2.480 -2.059  C3 1.086
12 H -0.434 -1.766 -2.054  C3 1.088
13 H -0.187 -0.878 0.117  C4 1.123
14 H 1.136 -1.897 0.597  C4 1.090
15 H 1.965 -0.081 0.156  N5 1.062
16 H 0.296 0.256 -2.187  C6 1.088
17 H 0.237 1.140 -0.660  C6 1.117
18 H 1.599 1.411 -1.786  C6 1.088
19 H -0.662 2.721 2.413  N2 1.002
20 H 2.525 0.526 2.099  O21 0.964
21 O 1.665 0.335 1.708  H20 0.964
22 H -0.136 -3.298 -1.197  C3 1.085
23 H -2.578 0.275 -1.259  O24 0.968
24 O -1.882 -0.356 -1.025  H23 0.968

Summary:
Charge: 0

B | Formula: C4H16N2O2
Source: the Open Molecules 2025 dataset
Level of theory: ωB97M-V with the def2-TZVPD basis set

Each atom is followed by the atoms it is bonded to, with distances in Å.
Atoms and positions in Å:
1 C 0.670 -0.636 3.020  N2 1.457, H7 1.087, H8 1.111, H9 1.060
2 N -0.572 0.072 2.739  C1 1.457, C3 1.450, H10 1.012
3 C -0.708 0.731 1.455  N2 1.450, C4 1.644, H11 1.079, H12 1.160
4 C -0.668 2.358 1.691  C3 1.644, C5 1.494, H13 1.010, H14 1.071
5 C -0.492 3.083 0.397  C4 1.494, N6 1.539, H15 1.159, H16 1.137
6 N 0.698 2.931 -0.568  C5 1.539, H17 0.989, H18 0.953
7 H 1.483 0.083 2.965  C1 1.087
8 H 1.147 -1.350 2.316  C1 1.111
9 H 0.685 -1.141 3.952  C1 1.060
10 H -1.339 -0.413 3.187  N2 1.012
11 H -1.463 0.442 0.741  C3 1.079
12 H 0.271 0.497 0.880  C3 1.160
13 H -1.511 2.663 2.155  C4 1.010
14 H 0.124 2.586 2.376  C4 1.071
15 H -1.249 2.583 -0.325  C5 1.159
16 H -0.839 4.165 0.417  C5 1.137
17 H 0.421 3.405 -1.391  N6 0.989
18 H 1.570 3.143 -0.249  N6 0.953
19 O 1.421 -2.585 -2.240  H20 0.897, H21 0.940
20 H 0.955 -2.532 -1.475  O19 0.897
21 H 1.432 -3.513 -2.385  O19 0.940
22 O -0.699 -4.472 -4.888  H23 0.964, H24 0.991
23 H -1.095 -3.627 -5.130  O22 0.964
24 H -0.059 -4.774 -5.582  O22 0.991

Summary:
Charge: 0
SMILES: CNCCCN.O.O

The structure with the most favorable energy is B; the runner-up is 137.8 kcal/mol above it.